The following is a quantum chemistry calculation of a structure of composition C12H13BrNiO2 at a distorted geometry, from the Open Molecules 2025 dataset.

Positions of all 29 atoms, in Å:
Br  -0.59940  -0.23907  2.77073
Ni  -1.19157  0.61871  0.11111
O  3.04402  -0.29166  -0.02572
O  1.25713  0.91898  -0.63188
C  -3.27561  -0.16764  0.81649
C  2.24074  -1.66570  -0.49602
C  1.43658  -1.94036  0.73160
C  -0.06100  -1.88672  -1.01849
C  3.55509  1.67509  -1.13186
C  -2.45051  1.94948  1.30839
C  -2.60008  0.60103  1.87503
C  -3.32331  0.58358  -0.37908
C  -2.82357  1.92249  -0.07729
C  0.12915  -2.26843  0.38943
C  2.47226  0.76239  -0.55937
C  1.17905  -1.55465  -1.56956
H  1.85556  -1.62124  1.67556
H  -2.32874  2.84818  1.89265
H  4.63764  1.42950  -0.92296
H  -0.58787  -2.83800  1.01625
H  -3.90487  0.35051  -1.24400
H  3.59960  1.73693  -2.27737
H  -3.77881  -1.12177  0.96354
H  3.20716  -2.09125  -0.73546
H  1.54009  -1.63262  -2.58659
H  3.65938  2.61172  -0.49785
H  -1.01492  -2.00224  -1.55591
H  -2.96985  2.78471  -0.70994
H  -2.90335  0.52803  2.86857

Values from the calculation:
- molecular weight (g mol⁻¹) = 327.831
- net charge = -2
- multiplicity = 3
- LUMO (spin up / spin down) (eV) = 5.7 / 5.5
- energy (eV) = -127828.4752